{"formula": "C4H4CdO4", "method": "ωB97M-V/def2-TZVPD", "symbols": ["O", "C", "Cd", "C", "C", "O", "O", "C", "O", "H", "H", "H", "H"], "xyz": [[0.248, 2.678, -1.821], [0.252, 1.580, -1.461], [0.259, -0.420, -0.648], [1.945, -1.356, -1.444], [-1.447, -1.356, -1.450], [2.892, -1.904, -1.825], [-2.396, -1.901, -1.826], [-0.679, 0.692, 1.779], [0.256, -0.482, 1.596], [-1.584, 0.478, 1.209], [-0.217, 1.619, 1.486], [-0.774, 0.507, 2.815], [1.246, -0.135, 1.589]], "lumo_energy_ev": -10.1, "gap_ha": 0.3923, "total_charge": 2, "e_homo_ev": -20.73, "relative_energy_kj_mol": 0.0, "mol_weight_g_mol": 228.484}


{"formula": "C22H19F2N5O2S3Ti", "method": "ωB97M-V/def2-TZVPD", "symbols": ["Ti", "F", "C", "C", "C", "C", "C", "F", "C", "C", "C", "C", "C", "C", "N", "H", "H", "H", "H", "H", "H", "O", "C", "C", "C", "C", "C", "C", "C", "O", "N", "N", "C", "S", "C", "C", "S", "H", "H", "H", "H", "H", "H", "H", "H", "H", "N", "C", "N", "S", "H", "H", "H", "H"], "xyz": [[-0.066, -0.474, -0.235], [-5.309, 0.760, -1.358], [-4.382, 0.219, -0.553], [-3.052, 0.226, -0.956], [-2.073, -0.325, -0.141], [-2.444, -0.909, 1.098], [-3.793, -0.879, 1.469], [-4.191, -1.374, 2.654], [-4.770, -0.327, 0.657], [-1.365, -1.499, 1.911], [-1.546, -2.455, 2.906], [-0.447, -3.060, 3.499], [0.832, -2.629, 3.150], [0.956, -1.635, 2.202], [-0.103, -1.108, 1.566], [-2.794, 0.690, -1.903], [-5.801, -0.307, 0.977], [-2.538, -2.761, 3.195], [-0.581, -3.859, 4.213], [1.709, -3.059, 3.607], [1.929, -1.224, 1.928], [4.147, 1.939, 0.309], [4.387, 1.039, -0.652], [5.712, 0.852, -1.053], [6.033, -0.074, -2.021], [5.042, -0.849, -2.617], [3.732, -0.663, -2.254], [3.378, 0.280, -1.279], [1.961, 0.453, -0.990], [1.070, -0.243, -1.645], [1.578, 1.309, -0.063], [0.204, 1.389, 0.119], [-0.265, 2.552, 0.459], [-1.895, 2.763, 1.045], [-1.850, 4.592, 0.901], [-0.458, 5.043, 1.274], [0.740, 3.984, 0.387], [3.189, 2.002, 0.491], [6.464, 1.470, -0.586], [7.062, -0.203, -2.320], [5.294, -1.577, -3.369], [2.943, -1.245, -2.711], [-2.606, 4.994, 1.575], [-2.107, 4.847, -0.129], [-0.258, 4.930, 2.340], [-0.281, 6.074, 0.973], [-1.116, -1.666, -2.947], [-1.397, -2.540, -1.973], [-2.601, -3.109, -1.906], [-0.207, -2.948, -0.844], [-1.753, -1.491, -3.708], [-0.174, -1.288, -2.994], [-3.348, -2.870, -2.539], [-2.791, -3.760, -1.161]], "lumo_energy_ev": [-3.2, -3.2], "gap_ha": [0.2442, 0.2797], "spin_multiplicity": 2, "total_charge": 1, "e_homo_ev": [-9.83, -10.84], "relative_energy_kj_mol": 103.7, "mol_weight_g_mol": 567.491}


{"formula": "C23H15NO2SSm", "method": "ωB97M-V/def2-TZVPD", "symbols": ["Sm", "O", "C", "O", "C", "C", "C", "C", "C", "C", "S", "H", "H", "H", "H", "C", "C", "C", "C", "C", "C", "C", "C", "H", "H", "H", "H", "H", "C", "C", "C", "C", "C", "C", "C", "C", "N", "H", "H", "H", "H", "H", "H"], "xyz": [[0.494, -1.947, -0.399], [2.740, -2.499, -0.319], [2.225, -3.350, 0.467], [1.214, -4.014, 0.101], [2.618, -3.360, 1.909], [3.869, -3.799, 2.320], [4.213, -3.790, 3.661], [3.293, -3.309, 4.585], [2.063, -2.825, 4.171], [1.692, -2.822, 2.821], [0.155, -2.073, 2.344], [4.570, -4.162, 1.577], [5.184, -4.148, 3.979], [3.545, -3.293, 5.639], [1.365, -2.414, 4.891], [0.676, 0.419, -0.851], [0.470, 1.624, -0.902], [0.180, 3.030, -0.982], [0.613, 3.795, -2.070], [0.321, 5.149, -2.143], [-0.407, 5.767, -1.134], [-0.844, 5.017, -0.050], [-0.552, 3.664, 0.028], [1.175, 3.309, -2.857], [0.659, 5.726, -2.997], [-0.641, 6.823, -1.196], [-1.424, 5.486, 0.735], [-0.893, 3.074, 0.869], [-1.658, -2.862, -1.406], [-2.197, -1.531, -1.523], [-2.307, -0.869, -2.771], [-2.691, 0.446, -2.863], [-3.000, 1.185, -1.712], [-2.912, 0.560, -0.476], [-2.520, -0.762, -0.381], [-3.412, 2.563, -1.817], [-3.743, 3.662, -1.912], [-1.691, -3.454, -2.316], [-2.010, -3.417, -0.539], [-2.066, -1.421, -3.672], [-2.761, 0.928, -3.831], [-3.146, 1.122, 0.420], [-2.454, -1.228, 0.598]], "lumo_energy_ev": [2.6, 2.6], "gap_ha": [0.2665, 0.2663], "spin_multiplicity": 6, "total_charge": -1, "e_homo_ev": [-4.61, -4.60], "relative_energy_kj_mol": 34.6, "mol_weight_g_mol": 519.805}